1.
Here is a structure of composition C36H52N3O3PtS from the OMol25 dataset. Energies are from ωB97M-V with the def2-TZVPD basis set.

Geometry as XYZ:
```
96
Properties=species:S:1:pos:R:3:forces:R:3:lowdin_charge:R:1
Pt -1.7348 -0.4644 0.0140 0.0 0.0 -0.1 1.30
C 4.0055 1.0055 -4.8156 0.0 0.0 0.1 -0.06
C 3.7825 0.9210 -3.3039 0.1 0.0 0.0 -0.55
C 4.2193 2.2534 -2.6766 0.0 -0.1 -0.1 -0.04
C 4.6583 -0.2167 -2.7500 0.0 0.1 -0.1 -0.03
C 2.3269 0.6217 -2.9456 0.1 0.0 0.4 -0.13
C 1.9567 0.5551 -1.6334 0.3 0.1 -0.3 0.04
C 0.6419 0.1892 -1.2748 -0.4 0.0 0.0 -0.14
N 0.1364 0.0488 -0.0219 0.4 -0.3 0.1 -0.01
C 0.7132 0.0467 1.2075 -0.4 0.1 -0.1 -0.15
C 2.0871 0.1361 1.5185 0.4 0.1 0.3 0.05
C 2.5042 0.1816 2.8168 0.1 0.0 -0.4 -0.13
C 1.5188 0.1980 3.8428 -0.4 -0.1 0.0 0.08
C 0.1681 0.0702 3.6310 0.2 0.0 0.3 -0.07
C -0.2573 -0.0936 2.2826 -0.1 0.0 -0.3 -0.24
O -1.4923 -0.3390 1.9938 0.1 0.0 0.4 -0.19
C -0.8479 0.1304 4.7717 -0.1 0.0 0.0 -0.53
C -0.1634 0.3089 6.1288 0.0 0.0 -0.1 -0.06
C -1.6849 -1.1599 4.8384 0.0 0.1 -0.1 -0.03
C -1.7713 1.3390 4.5336 0.0 -0.1 0.0 -0.03
C 4.0008 0.2077 3.1257 0.1 0.0 0.0 -0.55
C 4.2849 0.2820 4.6277 0.0 0.0 0.0 -0.06
C 4.6485 1.4289 2.4537 -0.1 0.0 0.1 -0.04
C 4.6413 -1.0781 2.5761 0.0 0.1 0.0 -0.03
C -0.3447 -0.0704 -2.3117 0.0 0.1 0.3 -0.24
O -1.5450 -0.4142 -1.9762 0.0 -0.1 -0.3 -0.19
C 0.0235 0.0782 -3.6780 0.2 0.0 -0.3 -0.07
C 1.3341 0.3962 -3.9381 -0.3 -0.1 0.0 0.08
C -1.0180 -0.0568 -4.7898 -0.1 0.0 0.0 -0.53
C -2.0951 1.0231 -4.5779 0.0 -0.1 0.0 -0.03
C -1.6586 -1.4547 -4.7800 0.0 0.1 0.1 -0.03
C -0.4010 0.1546 -6.1740 0.0 0.0 0.1 -0.06
H 5.0602 1.1981 -5.0118 0.0 0.0 0.0 0.09
H 3.4332 1.8213 -5.2619 0.0 0.0 0.0 0.09
H 3.7450 0.0715 -5.3168 0.0 0.0 0.0 0.09
H 5.2516 2.4692 -2.9556 0.0 0.0 0.0 0.09
H 4.1669 2.2278 -1.5872 0.0 0.0 0.0 0.07
H 3.5907 3.0720 -3.0309 0.0 0.0 0.0 0.09
H 5.7027 -0.0501 -3.0188 0.0 0.0 0.0 0.09
H 4.3472 -1.1785 -3.1617 0.0 0.0 0.0 0.09
H 4.5922 -0.2749 -1.6621 0.0 0.0 0.0 0.07
H 2.6732 0.8220 -0.8791 0.0 0.0 0.0 0.09
H 2.8258 0.1365 0.7387 0.0 -0.1 0.0 0.09
H 1.8569 0.3025 4.8608 0.0 0.0 0.0 0.09
H 0.4894 -0.5343 6.3645 0.0 0.0 0.0 0.09
H -0.9282 0.3620 6.9033 0.0 0.0 0.0 0.09
H 0.4152 1.2333 6.1763 0.0 0.0 0.0 0.09
H -1.0438 -2.0433 4.8164 0.0 0.0 0.0 0.10
H -2.3872 -1.2126 4.0103 0.0 -0.1 0.0 0.05
H -2.2562 -1.1739 5.7674 0.0 0.0 0.0 0.09
H -1.1930 2.2648 4.5288 0.0 0.0 0.0 0.09
H -2.5133 1.4016 5.3315 0.0 0.0 0.0 0.09
H -2.2989 1.2498 3.5844 0.0 0.0 0.0 0.08
H 3.8918 1.2010 5.0672 0.0 0.0 0.0 0.09
H 5.3629 0.2770 4.7887 0.0 0.0 0.0 0.09
H 3.8689 -0.5737 5.1628 0.0 0.0 0.0 0.09
H 4.1790 2.3529 2.7952 0.0 0.0 0.0 0.09
H 4.5656 1.3844 1.3663 0.0 0.0 0.0 0.07
H 5.7087 1.4688 2.7077 0.0 0.0 0.0 0.09
H 4.1891 -1.9599 3.0334 0.0 0.0 0.0 0.09
H 5.7098 -1.0868 2.7965 0.0 0.0 0.0 0.09
H 4.5182 -1.1562 1.4950 0.0 0.0 0.0 0.08
H 1.6262 0.5086 -4.9697 0.0 0.0 0.0 0.09
H -2.5829 0.9065 -3.6108 0.0 0.0 0.0 0.07
H -2.8554 0.9474 -5.3573 0.0 0.0 0.0 0.09
H -1.6500 2.0185 -4.6303 0.0 0.0 0.0 0.09
H -2.2013 -1.6429 -3.8570 0.0 0.0 0.0 0.06
H -0.8965 -2.2274 -4.8965 0.0 0.0 0.0 0.10
H -2.3574 -1.5379 -5.6137 0.0 0.0 0.0 0.09
H 0.0184 1.1563 -6.2867 0.0 0.0 0.0 0.09
H -1.1805 0.0392 -6.9270 0.0 0.0 0.0 0.09
H 0.3748 -0.5838 -6.3856 0.0 0.0 0.0 0.09
N -6.8871 -5.0445 1.0874 0.1 0.1 0.1 0.09
C -6.5279 -4.4718 -0.0695 -0.4 -0.3 -0.4 -0.81
S -7.1435 -4.9923 -1.5062 0.1 0.1 0.2 0.73
C -5.5407 -3.3534 0.0025 0.3 0.3 0.2 -0.19
C -4.9254 -2.9584 1.1911 -0.2 -0.1 -0.2 0.02
C -3.9606 -1.9737 1.1721 -0.1 0.1 0.1 -0.09
N -3.5814 -1.3581 0.0449 0.1 -0.3 0.0 -0.11
C -4.2118 -1.6861 -1.0939 0.0 0.1 -0.1 -0.08
C -5.1787 -2.6628 -1.1514 -0.1 0.0 0.1 -0.01
H -7.5310 -5.8171 1.0510 0.0 0.0 0.0 0.11
H -6.5462 -4.7528 1.9851 0.0 0.0 0.0 0.09
H -5.1652 -3.4061 2.1440 0.1 0.0 0.0 0.11
H -3.4670 -1.6613 2.0814 0.1 0.0 0.0 0.10
H -3.9143 -1.1462 -1.9825 0.1 0.0 0.0 0.11
H -5.6500 -2.9120 -2.0909 0.0 0.0 0.0 0.09
C -1.3560 3.4109 0.7843 -0.1 0.0 -0.1 -0.07
C -2.2259 3.2224 -0.4393 0.1 0.0 0.1 -0.30
O -3.0710 2.0916 -0.2130 -0.1 0.1 0.0 -0.13
H -0.6344 4.2088 0.6085 0.0 0.0 0.0 0.08
H -0.8105 2.4923 1.0063 0.0 0.0 0.0 0.05
H -1.9656 3.6681 1.6501 0.0 0.0 0.0 0.08
H -1.6025 3.0562 -1.3259 0.0 0.0 0.0 0.11
H -2.8340 4.1145 -0.6092 0.0 0.0 0.0 0.12
H -3.7260 2.0465 -0.9167 0.0 0.1 0.0 0.08
```
Forces are in eV/Å.

The calculation puts the HOMO energy (alpha / beta) at -10.3 / -10.3 eV. As for the energy relative to the best compared isomer or geometry (same formula, charge and spin): 0.0000 eV. Its net charge is +1.

---

2.
Here is a structure of composition C36H53AsBrINO4P2RuS4 from the OMol25 dataset. Energies are from ωB97M-V with the def2-TZVPD basis set.

Geometry as XYZ:
```
104
Properties=species:S:1:pos:R:3:forces:R:3:lowdin_spin:R:1
Ru -0.2343 -1.6672 0.5016 -0.2 0.2 -0.7 0.82
C 2.1610 0.6081 2.0930 0.0 0.0 -0.1 0.00
C 2.5635 -0.8427 2.3234 0.0 0.0 0.0 0.00
C 3.4456 -0.9427 3.5697 0.0 0.0 0.0 0.00
P 1.0556 -1.9502 2.3004 0.1 0.1 0.0 0.00
C 1.8074 -3.5293 2.9002 -0.1 0.0 -0.1 0.00
C 2.6618 -4.1256 1.7789 0.0 0.0 0.0 0.00
C 0.8963 -4.5948 3.5101 0.0 0.0 0.1 0.00
C -0.0022 -1.2854 3.5997 0.0 0.0 0.0 0.02
C 0.1332 -1.5252 4.9608 0.0 0.0 0.0 0.00
C -0.7557 -0.9993 5.8858 0.0 0.0 0.0 0.02
C -0.6078 -1.2560 7.3619 0.0 0.0 0.0 0.00
C -1.8093 -0.2311 5.3868 0.0 0.0 0.0 0.00
C -1.9700 0.0193 4.0399 0.0 0.0 -0.1 0.01
C -1.0559 -0.4925 3.0948 0.0 0.0 0.0 0.00
N -1.1427 -0.3021 1.7317 0.0 0.1 0.1 0.06
C -2.0930 0.6691 1.2900 0.0 0.1 0.0 0.00
C -1.9333 2.0328 1.6001 0.0 0.0 0.0 0.00
C -0.7211 2.5676 2.3101 0.0 0.0 0.0 0.00
C -2.9188 2.9404 1.2239 0.0 0.0 0.0 0.00
C -4.0617 2.5517 0.5443 0.0 0.0 0.0 0.00
C -5.1315 3.5429 0.1685 0.0 0.0 0.0 0.00
C -4.1899 1.2087 0.2257 -0.1 0.0 0.1 0.00
C -3.2340 0.2612 0.5806 -0.1 0.0 0.0 0.00
C -3.4749 -1.1726 0.2050 0.0 0.0 0.0 0.00
H 3.0580 1.2268 1.9896 0.0 0.0 0.0 0.00
H 1.5896 0.9814 2.9457 0.0 0.0 0.0 0.00
H 1.5608 0.7430 1.1921 0.0 0.0 0.1 0.00
H 3.1561 -1.1675 1.4656 0.1 -0.1 0.0 0.00
H 2.8568 -0.7941 4.4789 0.0 0.0 0.0 0.00
H 4.1976 -0.1495 3.5340 0.0 0.0 0.0 0.00
H 3.9759 -1.8910 3.6474 0.0 0.0 0.0 0.00
H 2.4713 -3.1870 3.6970 0.0 0.0 0.0 0.00
H 2.0325 -4.4363 0.9416 0.0 0.0 0.0 0.00
H 3.1768 -5.0154 2.1502 0.0 0.0 0.0 0.00
H 3.4191 -3.4286 1.4105 0.0 0.0 0.0 0.00
H 0.4195 -5.1949 2.7398 0.0 0.0 0.0 0.00
H 0.1161 -4.1690 4.1409 0.0 0.0 0.0 0.00
H 1.5182 -5.2585 4.1229 0.0 0.0 0.0 0.00
H 0.9447 -2.1581 5.3084 0.0 0.0 0.0 0.00
H 0.2324 -1.9247 7.5556 0.0 0.0 0.0 0.00
H -1.5040 -1.7200 7.7817 0.0 0.0 0.0 0.00
H -0.4301 -0.3305 7.9173 0.0 0.0 0.0 0.00
H -2.5390 0.1755 6.0817 0.0 0.0 0.0 0.00
H -2.8094 0.6085 3.6962 0.0 0.0 0.0 0.00
H 0.1485 2.4257 1.6721 0.0 0.0 0.0 0.00
H -0.5431 2.0738 3.2650 0.0 0.0 0.1 0.00
H -0.8445 3.6363 2.4986 0.0 0.0 0.0 0.00
H -2.7757 3.9885 1.4692 0.0 0.0 0.0 0.00
H -4.8370 4.5574 0.4416 0.0 0.0 0.0 0.00
H -6.0756 3.3190 0.6723 0.0 0.0 0.0 0.00
H -5.3276 3.5289 -0.9062 0.0 0.0 0.0 0.00
H -5.0763 0.8696 -0.3039 0.0 0.0 0.0 0.00
H -4.4662 -1.2887 -0.2363 0.0 0.0 0.0 0.00
H -3.3905 -1.8460 1.0556 0.0 0.0 0.0 0.00
H -2.7545 -1.5230 -0.5406 0.0 0.0 0.0 0.00
S 0.0057 -6.5333 0.4045 0.0 0.0 0.0 0.00
As -1.1368 -4.8373 -0.1228 0.0 -0.1 0.1 0.01
S -1.3493 -3.3760 1.5806 0.0 -0.3 0.2 -0.02
S 0.0560 -3.2808 -1.1676 0.1 0.0 0.0 0.06
S -3.0064 -5.1729 -1.0280 0.0 0.0 0.0 0.01
Br 5.8713 -0.9729 -3.5403 0.0 0.0 0.0 0.00
C 4.0865 -1.2019 -4.1547 0.0 0.0 0.0 0.00
C 3.9104 -1.2300 -5.5324 0.0 0.0 0.0 0.00
C 2.6375 -1.3817 -6.0544 0.0 0.0 0.0 0.00
C 1.5532 -1.5037 -5.1976 0.0 0.0 -0.1 0.00
C 1.7319 -1.4736 -3.8255 0.0 0.1 0.1 0.00
C 3.0046 -1.3235 -3.2878 0.4 0.0 0.1 0.00
I 3.2407 -1.3077 -1.2126 0.0 0.0 -0.3 0.01
H 4.7707 -1.1292 -6.1796 0.0 0.0 0.0 0.00
H 2.4978 -1.4058 -7.1280 0.0 0.0 0.0 0.00
H 0.5524 -1.6241 -5.5923 0.0 0.0 0.0 0.00
H 0.8801 -1.5389 -3.1645 -0.1 0.0 0.1 0.00
C -2.8325 0.3574 -2.9784 0.0 0.0 0.0 0.00
C -2.0533 1.6450 -3.2233 0.0 0.0 -0.1 0.00
C -3.0168 2.8204 -3.3276 0.0 0.0 0.0 0.00
C -1.2404 1.5159 -4.5092 0.0 0.0 0.0 0.00
O -1.2184 1.9990 -2.1019 0.1 0.0 -0.1 0.00
P 0.0769 1.2003 -1.5549 -0.4 -0.8 0.1 0.00
O 0.5250 1.8732 -0.3179 0.1 0.2 -0.1 0.00
O -0.2430 -0.2862 -1.5440 0.4 0.5 0.6 0.00
O 1.1806 1.4006 -2.7221 0.0 0.0 -0.2 0.00
C 2.0212 2.5655 -2.8630 0.0 0.0 0.1 0.00
C 1.2560 3.8674 -2.6336 0.0 0.0 0.0 0.00
C 3.1812 2.4594 -1.8799 0.0 0.0 0.0 0.00
C 2.5369 2.5021 -4.2967 -0.1 0.0 0.0 0.00
H -3.5015 0.1799 -3.8247 0.0 0.0 0.0 0.00
H -3.4289 0.4470 -2.0733 0.0 0.0 0.0 0.00
H -2.1646 -0.4930 -2.8623 0.0 0.0 0.0 0.00
H -3.7346 2.6579 -4.1347 0.0 0.0 0.0 0.00
H -2.4670 3.7443 -3.5191 0.0 0.0 0.0 0.00
H -3.5521 2.9276 -2.3849 0.0 0.0 0.0 0.00
H -1.9204 1.3362 -5.3455 0.0 0.0 0.0 0.00
H -0.5322 0.6906 -4.4474 0.0 0.0 0.0 0.00
H -0.6772 2.4296 -4.7076 0.0 0.0 0.0 0.00
H 0.8725 3.9125 -1.6161 0.0 0.0 0.0 0.00
H 0.4168 3.9540 -3.3230 0.0 0.0 0.0 0.00
H 1.9367 4.7069 -2.8021 0.0 0.0 0.0 0.00
H 2.7907 2.3966 -0.8641 0.0 0.0 0.0 0.00
H 3.8310 3.3336 -1.9692 0.0 0.0 0.0 0.00
H 3.7688 1.5649 -2.0886 0.0 0.0 0.0 0.00
H 1.7101 2.5784 -5.0043 0.0 0.0 0.0 0.00
H 3.0441 1.5524 -4.4648 0.0 -0.1 0.0 0.00
H 3.2396 3.3175 -4.4841 0.0 0.0 0.0 0.00
```
Forces are in eV/Å.

The calculation puts the HOMO energy (alpha / beta) at -1.9 / -1.9 eV. Its spin multiplicity is 2. As for the energy relative to the best compared isomer or geometry (same formula, charge and spin): 0.2512 eV. Its net charge is -2. The expectation value of S² is 0.760.

---

3.
Here is a cluster of 7 separate species, C36H53BN6 in total from the OMol25 dataset. Energies are from ωB97M-V with the def2-TZVPD basis set.

Geometry as XYZ:
```
96
Properties=species:S:1:pos:R:3:forces:R:3:lowdin_charge:R:1
C -2.0934 2.8128 -3.5456 -0.3 0.4 -0.1 0.11
C -1.1178 2.3494 -4.0854 -0.1 -0.4 0.3 -0.01
B 0.1541 1.5704 -4.4500 0.1 0.1 -0.2 -0.34
C 1.4153 2.3734 -4.9405 0.0 0.1 0.3 -0.12
C 2.6382 2.0282 -4.0352 0.1 0.0 -0.1 -0.20
C 3.5263 3.2315 -3.6472 0.1 0.1 0.0 -0.20
C 3.9026 3.2474 -2.1548 0.0 -0.1 0.0 -0.23
C 5.2679 3.8706 -1.8283 -0.1 0.2 0.0 -0.26
C 5.9136 3.3212 -0.5439 -0.1 -0.1 0.1 -0.11
C 0.2620 0.0128 -4.2105 0.1 -0.2 -0.3 -0.11
C -0.7951 -0.9315 -4.8399 0.0 -0.1 0.1 -0.39
C -2.1616 -0.7199 -4.1608 -0.2 -0.2 0.1 -0.07
C -0.3234 -2.4029 -4.7084 0.1 0.0 0.1 -0.07
H -2.9674 3.2581 -3.1096 0.3 -0.1 -0.1 0.04
H 1.2170 3.4506 -4.8906 0.1 -0.1 -0.2 0.09
H 1.6405 2.1215 -5.9855 0.0 0.1 0.1 0.11
H 2.2949 1.5476 -3.1109 0.0 0.1 -0.1 0.09
H 3.2578 1.2874 -4.5546 -0.1 0.0 0.2 0.11
H 3.0050 4.1616 -3.9054 0.1 -0.1 0.0 0.11
H 4.4496 3.2215 -4.2434 -0.2 0.0 0.0 0.10
H 3.1254 3.7961 -1.6116 0.0 -0.2 0.1 0.11
H 3.8770 2.2219 -1.7631 0.1 0.1 -0.1 0.10
H 5.9448 3.7194 -2.6772 -0.1 0.0 0.1 0.10
H 5.1408 4.9550 -1.7202 0.1 -0.1 -0.2 0.10
H 6.7918 2.7073 -0.7654 -0.1 0.1 0.0 0.07
H 6.2269 4.1201 0.1343 0.0 -0.1 -0.1 0.06
H 5.2096 2.6807 0.0003 0.1 0.1 0.0 0.06
H 0.2301 -0.1765 -3.1229 0.1 0.1 -0.1 0.12
H 1.2587 -0.3058 -4.5476 -0.1 0.0 0.1 0.11
H -0.8855 -0.7201 -5.9131 0.0 0.2 0.2 0.13
H -2.9973 -0.6405 -4.8667 0.2 0.0 0.0 0.08
H -2.1608 0.1763 -3.5430 -0.1 -0.1 -0.1 0.04
H -2.3754 -1.5682 -3.4998 0.0 0.2 0.0 0.05
H -0.1435 -2.8832 -5.6757 0.0 0.1 0.1 0.07
H -1.0594 -3.0165 -4.1785 0.1 0.1 -0.1 0.06
H 0.6049 -2.4485 -4.1288 -0.1 -0.1 -0.1 0.07
C -2.3873 -0.8566 0.4908 -0.1 0.0 0.1 -0.12
C -2.3072 -2.2107 0.9199 -0.1 0.1 0.0 -0.11
C -2.9994 -2.9677 0.0130 0.0 0.0 0.0 -0.14
N -3.4904 -2.1245 -0.9470 -0.1 -0.1 0.0 0.01
C -3.1303 -0.8363 -0.6597 0.1 0.0 0.0 -0.14
H -1.9397 0.0001 0.9666 0.0 -0.1 0.0 0.07
H -1.7873 -2.5855 1.7856 0.0 0.0 0.0 0.10
H -3.1697 -4.0293 -0.0376 0.0 0.0 0.0 0.11
H -4.0270 -2.4078 -1.7456 0.0 0.0 0.0 0.14
H -3.4108 -0.0226 -1.3063 0.0 0.0 0.0 0.10
C 0.0107 1.7944 -0.5301 0.0 -0.1 0.0 -0.09
C 0.4807 0.5278 -0.0845 0.2 0.1 -0.1 -0.11
C 0.9527 0.6950 1.1909 0.0 0.1 0.0 -0.13
N 0.7804 2.0084 1.5331 0.2 0.1 -0.1 0.01
C 0.2076 2.6847 0.4918 0.2 0.0 0.0 -0.16
H -0.4262 2.0254 -1.4870 0.0 0.0 0.0 0.07
H 0.4793 -0.3977 -0.6376 0.0 0.1 0.0 0.07
H 1.3903 -0.0052 1.8820 0.0 0.0 0.0 0.10
H 1.0354 2.4135 2.4145 -0.1 0.0 0.0 0.14
H -0.0076 3.7373 0.5630 0.0 0.0 0.0 0.11
C 0.8245 -4.4163 -1.2927 0.0 0.0 0.0 -0.11
C 0.5717 -3.1194 -0.7676 0.0 0.0 -0.1 -0.11
C 1.4877 -2.8953 0.2246 0.0 0.0 0.0 -0.12
N 2.2839 -4.0048 0.3165 0.0 0.0 0.0 0.01
C 1.8859 -4.9378 -0.6025 0.0 0.0 0.0 -0.14
H 0.2848 -4.9078 -2.0850 0.0 0.0 0.0 0.09
H -0.2004 -2.4322 -1.0767 0.0 -0.1 0.0 0.08
H 1.6363 -2.0457 0.8689 0.0 0.0 0.0 0.09
H 3.0395 -4.1201 0.9664 0.0 0.0 0.1 0.13
H 2.3875 -5.8865 -0.6882 0.0 0.0 0.0 0.10
C -1.8132 3.3814 3.6858 0.0 -0.1 0.0 -0.11
C -2.0800 2.3185 2.7798 -0.2 -0.1 0.0 -0.11
C -2.7491 1.3466 3.4759 0.1 0.0 0.0 -0.15
N -2.8892 1.7798 4.7670 0.1 0.0 0.1 0.00
C -2.3242 3.0175 4.9028 0.0 0.0 0.1 -0.14
H -1.3054 4.3058 3.4677 0.0 0.0 0.0 0.09
H -1.8098 2.2758 1.7373 -0.1 0.0 0.1 0.07
H -3.1289 0.3883 3.1626 0.0 0.0 0.0 0.10
H -3.3425 1.2695 5.5027 0.0 0.0 0.0 0.14
H -2.3349 3.5333 5.8475 0.0 0.0 0.0 0.11
C 4.8708 -4.4078 4.9414 0.0 0.0 0.0 -0.11
C 4.6495 -5.7873 5.2056 0.0 0.0 0.0 -0.11
C 4.7592 -6.4548 4.0159 0.0 0.0 0.0 -0.14
N 5.0387 -5.5326 3.0446 0.0 0.0 -0.1 -0.01
C 5.1087 -4.2821 3.5994 0.0 0.0 0.0 -0.15
H 4.8583 -3.6021 5.6558 0.0 0.0 0.0 0.09
H 4.4348 -6.2363 6.1605 0.0 0.0 0.0 0.09
H 4.6636 -7.5004 3.7801 0.0 0.0 0.0 0.11
H 5.1789 -5.7443 2.0742 0.1 0.0 0.0 0.14
H 5.3256 -3.4160 2.9975 0.0 0.0 0.0 0.10
C -6.7734 2.5393 5.0655 0.0 0.0 0.0 -0.11
C -8.1860 2.3807 5.0192 0.0 0.0 0.0 -0.11
C -8.4608 1.4653 4.0387 0.0 0.0 0.0 -0.15
N -7.2708 1.0657 3.4955 0.0 0.0 0.0 0.00
C -6.2367 1.7142 4.1124 -0.1 0.0 0.0 -0.14
H -6.2157 3.1889 5.7195 0.0 0.0 0.0 0.09
H -8.9150 2.8835 5.6323 0.0 0.0 0.0 0.09
H -9.3966 1.0683 3.6849 0.0 0.0 0.0 0.10
H -7.1688 0.4010 2.7511 0.0 0.0 0.0 0.14
H -5.2164 1.5343 3.8268 0.0 0.1 -0.1 0.07
```
Forces are in eV/Å.

The calculation puts the HOMO energy at -8.0 eV. Its SMILES is C#CB(CCCCCC)CC(C)C.c1cc[nH]c1.c1cc[nH]c1.c1cc[nH]c1.c1cc[nH]c1.c1cc[nH]c1.c1cc[nH]c1. Its net charge is 0.

---

net charge of number 1 (C36H52N3O3PtS)? +1

---

Which value of net charge does entry 3 give? 0

---

Which formula does entry 2 have? C36H53AsBrINO4P2RuS4